(1)
C20H16BCl5FeIN9O2 | ωB97M-V with the def2-TZVPD basis set

Computed properties:
Charge: +1
⟨S²⟩: 8.80
ΔE to the lowest compared entry with this formula, charge and spin: 12.5 kcal per mole
HOMO-LUMO gap (spin up / spin down): 8.7 / 5.3 eV
Highest occupied orbital energy (spin up / spin down): -11.3 / -11.3 eV
2S+1: 6

XYZ file:
```
55
Properties=species:S:1:pos:R:3:forces:R:3:mulliken_charge:R:1
Fe 0.2737 0.5189 -0.7310 -0.28 -0.50 0.22 0.920
C -0.7467 0.6947 3.5055 0.07 0.05 -0.02 -1.292
C -0.0057 1.1614 2.4201 0.00 -0.04 0.05 -0.143
N -0.2842 0.4615 1.3219 -0.01 0.31 0.28 -0.098
N -1.2074 -0.4523 1.6769 0.01 -0.04 -0.05 0.682
C -1.4999 -0.3340 2.9832 -0.02 -0.08 -0.02 -0.080
B -1.8174 -1.4444 0.6569 -0.12 0.03 -0.03 0.442
N -0.6810 -2.2329 -0.0385 0.02 0.03 0.26 0.471
C -0.6215 -3.5269 -0.3713 0.00 -0.07 0.01 0.019
C 0.5893 -3.7637 -0.9929 0.05 0.04 0.00 -1.405
C 1.2148 -2.5206 -1.0028 0.04 -0.03 0.12 -0.079
N 0.4501 -1.5949 -0.4238 -0.07 -0.23 -0.33 -0.170
N -2.5323 -0.6251 -0.4668 0.15 0.11 0.16 0.769
C -3.7639 -0.6696 -0.9950 0.00 -0.17 -0.04 0.021
C -3.8534 0.2628 -2.0068 0.03 0.03 -0.01 -1.511
C -2.5921 0.8458 -2.0412 -0.04 -0.07 -0.01 0.158
N -1.7929 0.3098 -1.1177 -0.20 0.14 -0.30 -0.700
N -2.7457 -2.3691 1.4180 0.10 -0.20 -0.20 0.312
C -4.0678 -2.2897 1.7322 0.08 0.16 0.09 -0.261
C -4.3461 -3.2646 2.6508 0.05 -0.05 0.04 -0.904
C -3.1077 -3.9038 2.8590 0.04 -0.09 0.06 -0.346
N -2.1476 -3.3659 2.1316 -0.30 0.10 -0.04 -0.941
H -0.7339 1.0483 4.5214 0.00 0.00 -0.02 0.446
H 0.7080 1.9680 2.3914 -0.03 0.00 0.04 0.335
H -2.2111 -0.9917 3.4548 0.01 0.00 -0.02 0.360
H -1.4234 -4.1993 -0.1204 0.03 0.03 0.01 0.521
H 0.9649 -4.7023 -1.3610 -0.01 0.02 0.00 0.441
H 2.1877 -2.2556 -1.3856 -0.03 0.00 -0.03 0.475
H -4.4942 -1.3849 -0.6606 0.04 0.02 0.00 0.592
H -4.7044 0.4764 -2.6293 0.03 0.00 0.02 0.444
H -2.2256 1.6096 -2.7016 0.01 0.03 -0.01 0.072
H -4.7135 -1.5238 1.3389 0.05 -0.01 -0.01 0.595
H -5.2974 -3.4812 3.1054 0.03 0.00 -0.01 0.442
H -2.8793 -4.7336 3.5108 -0.02 0.02 -0.02 0.479
Cl 5.9708 4.2048 2.2168 0.10 0.05 0.05 -0.110
C 4.5274 3.6663 1.5339 -0.10 -0.09 -0.07 0.713
C 4.4398 2.3231 1.0685 0.05 0.23 0.11 -0.165
Cl 5.7843 1.2816 1.2065 0.01 -0.01 0.00 -0.148
C 3.2723 1.8840 0.5169 -0.31 0.16 -0.08 0.997
Cl 3.0713 0.2907 -0.0527 0.13 -0.07 0.05 -0.140
C 2.1217 2.7593 0.3795 0.24 0.14 0.12 -1.173
O 1.0521 2.3763 -0.1229 0.03 -0.14 -0.19 -0.606
C 2.2508 4.1207 0.8694 0.04 -0.23 -0.10 0.750
Cl 0.8936 5.1187 0.7183 -0.06 0.07 0.00 -0.118
C 3.4263 4.5523 1.4316 0.14 -0.09 0.03 0.007
Cl 3.5715 6.1504 2.0101 0.00 0.03 0.01 -0.137
N 2.8737 -0.3870 -4.0922 -0.02 0.04 -0.02 -0.371
C 1.9867 0.3931 -3.4650 -0.08 -0.13 -0.08 0.618
O 1.2232 -0.0766 -2.6203 0.17 0.42 -0.06 -0.563
C 2.0216 1.8523 -3.8767 0.00 -0.12 0.08 -1.164
I 0.2930 2.8826 -3.2676 -0.08 0.27 -0.05 0.138
H 2.8917 -1.3723 -3.8825 -0.01 -0.01 0.00 0.256
H 3.4630 -0.0394 -4.8286 0.00 -0.01 -0.01 0.202
H 2.0936 1.9505 -4.9561 0.06 -0.03 -0.01 0.543
H 2.8795 2.3414 -3.4194 0.02 -0.02 0.00 0.405
```
Forces are in eV/Å.

---

(2)
C14H18F14O6Si | ωB97M-V with the def2-TZVPD basis set

Computed properties:
HOMO-LUMO gap: 11.8 eV
Highest occupied orbital energy: -11.5 eV
SMILES: FC(F)(F)C(F)(F)[SiH3].CCOC(=O)C(F)(F)F.CCOC(=O)C(F)(F)F.CCOC(=O)C(F)(F)F

XYZ file:
```
53
Properties=species:S:1:pos:R:3:forces:R:3:mulliken_charge:R:1
F 1.5521 0.7116 0.2581 -4.54 2.05 2.21 -0.244
C 0.2354 1.2010 0.8123 2.43 -0.38 0.23 0.567
F 0.4290 2.6430 1.0994 -0.92 -5.15 -0.64 -0.197
F -0.0495 0.3857 2.0521 1.15 3.23 -4.06 -0.241
C -0.9990 0.8677 -0.2252 0.64 -0.60 -1.73 0.500
F -0.7356 -0.5144 -0.7553 -0.30 3.72 1.23 -0.274
F -1.0972 1.7828 -1.3856 1.02 -2.34 3.04 -0.262
Si -2.7387 0.7801 0.6354 -0.21 -0.50 0.58 0.466
H -2.7384 -0.3782 1.5529 0.63 0.90 -0.40 -0.095
H -3.7911 0.6408 -0.3761 0.21 -0.03 -0.30 -0.113
H -3.0398 1.9459 1.4557 0.29 0.53 -0.03 -0.116
C 3.1515 -1.4249 -0.3584 0.15 -0.13 0.24 -0.688
C 3.5496 -2.4986 -1.3521 -0.74 0.28 0.03 -0.350
O 4.9552 -2.7838 -1.2554 1.12 -1.28 1.10 -0.309
C 5.3308 -3.6123 -0.2289 -3.23 0.25 0.26 0.361
O 4.5466 -4.0970 0.5812 2.27 0.86 -1.66 -0.515
C 6.8365 -3.8686 -0.2701 2.60 -0.38 0.18 0.850
F 7.5605 -2.7273 -0.4563 -0.99 -0.76 0.15 -0.240
F 7.1863 -4.7101 -1.2846 -0.75 0.65 0.69 -0.245
F 7.3118 -4.4345 0.8748 -0.98 0.57 -1.00 -0.236
H 3.7699 -0.5304 -0.4881 -0.15 -0.10 -0.13 0.287
H 2.1003 -1.1511 -0.4831 0.32 -0.26 -0.10 0.095
H 3.2989 -1.7642 0.6722 -0.11 -0.04 -0.17 0.334
H 3.3690 -2.1391 -2.3708 0.40 -0.14 0.14 0.350
H 2.9576 -3.4119 -1.2243 0.29 0.08 0.14 0.313
C 1.4511 4.8657 -2.3201 -0.24 0.23 -0.27 -1.148
C 1.7378 5.2488 -0.8814 0.02 -0.79 -0.15 -0.116
O 1.7370 6.6779 -0.7267 -1.42 1.35 0.37 -0.314
C 0.5042 7.2704 -0.6255 -0.62 -3.17 -0.28 0.384
O -0.5565 6.6543 -0.6650 2.21 1.92 0.17 -0.514
C 0.6487 8.7774 -0.4193 0.09 2.65 0.18 0.830
F 1.5515 9.3420 -1.2723 -0.71 -0.89 0.56 -0.238
F 1.0725 9.0847 0.8400 -0.34 -0.73 -0.92 -0.244
F -0.5193 9.4546 -0.6037 0.96 -1.16 0.11 -0.235
H 2.1539 5.3604 -2.9987 0.03 -0.15 0.16 0.332
H 1.5279 3.7835 -2.4563 0.02 0.12 0.07 0.355
H 0.4465 5.1801 -2.6214 0.11 -0.14 0.14 0.302
H 2.7383 4.9008 -0.6028 -0.13 0.42 0.03 0.330
H 1.0306 4.7818 -0.1867 0.00 0.30 -0.17 0.285
C -6.5098 -5.6632 0.7903 -0.20 0.27 0.29 -1.095
C -5.0251 -5.6390 0.4839 -0.38 -0.72 -0.14 -0.195
O -4.4899 -4.3178 0.6689 0.76 1.02 1.56 -0.292
C -4.2158 -3.9566 1.9633 -1.16 -3.12 0.25 -0.003
O -4.4060 -4.6856 2.9322 0.67 2.18 -1.98 -0.519
C -3.6119 -2.5539 2.0123 0.92 2.13 0.45 1.178
F -4.2927 -1.6597 1.2389 -0.31 -1.54 0.43 -0.244
F -2.3222 -2.5347 1.5694 -1.05 -0.72 0.27 -0.205
F -3.5907 -2.0269 3.2688 -0.24 -0.98 -1.14 -0.243
H -7.0388 -4.9105 0.1964 0.11 -0.19 -0.05 0.298
H -6.9344 -6.6477 0.5758 0.10 0.11 -0.01 0.371
H -6.7013 -5.4275 1.8423 0.09 -0.15 -0.14 0.315
H -4.8644 -5.9012 -0.5674 0.15 0.38 0.18 0.307
H -4.4729 -6.3702 1.0850 -0.06 0.33 0.06 0.318
```
Forces are in eV/Å.

---

| no. | DFT total energy (a.u.) |
| --- | --- |
| 1 | -5302.19485 |
| 2 | -2683.24075 |